No. 1
11
Properties=species:S:1:pos:R:3:mulliken_charge:R:1 method="wB97M-V/def2-TZVPD" smiles=Cl[SiH2]CCBr energy_ev=-92614.1782 charge=0 orbital_gap_ev=10.32 max_force_ev_per_a=3.2 lumo_ev=0.12
C -0.94 -1.14 -0.32 -0.711
Cl 1.90 2.39 -0.31 -0.294
H 0.95 1.22 2.05 -0.108
C 0.35 -0.29 -0.19 -0.633
H 1.07 -0.97 0.29 0.342
H -1.82 -0.63 -0.87 0.354
Si 0.35 1.47 0.76 0.580
H -1.44 -1.61 0.49 0.425
Br -0.46 -2.89 -1.36 -0.198
H -0.54 2.59 0.66 -0.119
H 0.58 -0.15 -1.21 0.362

***

No. 2
11
Properties=species:S:1:pos:R:3:mulliken_charge:R:1 method="wB97M-V/def2-TZVPD" energy_ev=-82809.7906 charge=0 orbital_gap_ev=9.15 max_force_ev_per_a=5.1 lumo_ev=0.18
C -0.70 0.33 -2.00 -1.061
H -1.65 0.78 -1.85 0.331
C -0.27 -0.21 1.92 -0.799
Br 2.19 -1.59 -0.22 -0.261
Si 0.61 -0.03 0.33 0.610
H -0.57 0.82 2.11 0.246
F 1.60 1.26 0.33 -0.281
H 0.37 -0.68 2.62 0.303
H -0.99 -0.94 1.65 0.292
H -0.02 0.94 -2.41 0.337
H -0.59 -0.67 -2.48 0.281

***

No. 3
10
Properties=species:S:1:pos:R:3:mulliken_charge:R:1 method="wB97M-V/def2-TZVPD" energy_ev=-73698.9144 charge=0 orbital_gap_ev="9.28 / 8.00" max_force_ev_per_a=2.7 lumo_ev="0.13 / -0.51"
H 0.57 -0.83 -1.32 0.367
H 0.57 1.31 1.46 0.254
Br -2.10 0.02 -0.79 -0.023
C 0.58 -1.56 -0.49 -0.921
H -0.04 -2.38 -0.20 0.335
N -0.91 0.09 0.59 -0.286
C -0.06 1.32 0.57 -0.541
H 0.70 1.19 -0.35 0.205
H 1.50 -1.40 -0.01 0.317
H -0.80 2.24 0.53 0.292

***

No. 4
12
Properties=species:S:1:pos:R:3:mulliken_charge:R:1 method="wB97M-V/def2-TZVPD" s2=0.8185 energy_ev=-101986.0434 charge=+1 multiplicity=2 orbital_gap_ev="3.81 / 4.57" max_force_ev_per_a=4.1 lumo_ev="-8.96 / -8.20"
O 1.11 0.47 -0.36 -0.404
H 0.88 -1.94 1.98 0.324
H 1.09 0.46 1.70 0.301
H 0.36 -2.12 0.26 0.251
Br -1.55 0.46 -2.57 -0.041
H -0.44 0.06 0.94 0.173
H 0.47 0.27 -1.05 0.178
V -3.26 2.31 -1.99 1.350
H 2.03 -1.72 0.69 0.268
C 0.99 -1.57 0.96 -0.882
O -2.32 3.41 -1.45 -0.333
C 0.64 -0.09 0.87 -0.185

***

No. 5
11
Properties=species:S:1:pos:R:3:mulliken_charge:R:1 method="wB97M-V/def2-TZVPD" energy_ev=-83546.9417 charge=0 orbital_gap_ev="8.15 / 7.32" max_force_ev_per_a=5.0 lumo_ev="0.55 / -0.42"
C 0.19 -0.02 -1.52 -0.467
H 0.01 -1.06 0.88 0.175
H 1.25 -0.41 -1.24 0.253
Br -1.12 2.18 1.15 -0.154
C 0.17 -0.50 1.82 -0.930
O 0.18 0.36 -2.85 -0.463
H -0.81 -0.52 2.28 0.357
P 0.75 1.13 1.11 0.120
H -0.56 -0.45 -0.92 0.350
H -0.80 0.42 -3.13 0.343
H 0.74 -1.14 2.43 0.417

***

No. 6
12
Properties=species:S:1:pos:R:3:mulliken_charge:R:1 method="wB97M-V/def2-TZVPD" energy_ev=-27415.7678 charge=+1 orbital_gap_ev=9.58 max_force_ev_per_a=2.8 lumo_ev=-4.58
F 1.39 1.49 0.35 -0.566
C 0.97 -0.22 0.63 0.047
H -1.87 -0.23 0.03 0.281
O 0.48 0.54 -2.23 -0.897
Ca 0.54 2.27 -1.29 1.580
H 0.95 -1.01 -0.13 0.313
O -0.16 0.01 1.27 -0.220
H -2.07 -0.50 1.72 0.261
H 1.82 -0.37 1.30 0.223
H 0.42 0.38 -3.17 0.228
C -1.37 -0.66 0.90 -0.577
H -1.11 -1.70 0.64 0.327

***

No. 7
12
Properties=species:S:1:pos:R:3:mulliken_charge:R:1 method="wB97M-V/def2-TZVPD" smiles="C=P(Cl)(Cl)NC" energy_ev=-37994.2543 charge=0 orbital_gap_ev=8.83 max_force_ev_per_a=3.8 lumo_ev=0.24
Cl -1.97 -0.89 0.95 -0.190
P -0.78 -0.21 -0.43 0.699
H 1.43 1.75 1.03 0.258
H 0.13 0.89 2.02 0.470
H 1.23 -0.47 -0.44 0.272
N 0.70 -0.30 0.38 -0.328
C -0.59 -1.16 -1.82 -0.666
H -0.06 -0.67 -2.76 0.206
H -1.39 -1.92 -2.07 0.235
H 1.65 0.25 1.95 0.387
Cl -1.27 1.93 -0.18 -0.315
C 0.94 0.79 1.37 -1.029

***

No. 8
11
Properties=species:S:1:pos:R:3:mulliken_charge:R:1 method="wB97M-V/def2-TZVPD" smiles=ClCCCl.O energy_ev=-29263.6332 charge=0 orbital_gap_ev=11.46 max_force_ev_per_a=2.5 lumo_ev=0.76
H -0.56 -2.74 -3.29 0.321
C 0.36 0.66 0.74 -0.384
H 0.61 -3.76 -3.15 0.321
Cl 0.03 3.31 1.20 -0.180
H 1.43 0.94 0.66 0.288
C -0.29 1.64 1.72 -0.434
H -1.39 1.58 1.68 0.286
H 0.31 -0.37 1.16 0.281
O -0.16 -3.38 -2.66 -0.641
Cl -0.34 0.66 -0.82 -0.159
H 0.02 1.47 2.77 0.300

***

No. 9
11
Properties=species:S:1:pos:R:3:mulliken_charge:R:1 method="wB97M-V/def2-TZVPD" energy_ev=-30671.1690 charge=0 orbital_gap_ev="3.56 / 3.56" max_force_ev_per_a=2.5 lumo_ev="-3.26 / -3.26"
C -0.32 -0.51 -1.60 -0.796
H 0.52 0.32 -1.84 0.271
H 0.20 -1.42 -1.50 0.326
H 0.69 -0.51 1.80 0.308
H -1.14 -0.65 -2.31 0.315
C -0.09 0.25 1.78 -0.879
H 0.25 1.28 2.01 0.282
I 3.29 -1.13 -0.49 -0.818
H -0.77 0.01 2.59 0.359
Si -0.90 0.27 0.02 0.767
Cl -1.75 2.09 -0.46 -0.135

***

No. 10
12
Properties=species:S:1:pos:R:3:mulliken_charge:R:1 method="wB97M-V/def2-TZVPD" energy_ev=-19159.7573 charge=0 orbital_gap_ev="7.82 / 7.82" max_force_ev_per_a=3.9 lumo_ev="0.04 / 0.04"
N -1.46 1.10 -0.67 -0.516
H 2.00 1.04 1.04 0.309
H -1.44 1.18 -1.64 0.210
N -0.92 -1.60 0.44 -0.281
C 1.91 0.72 0.05 -0.742
H -0.78 -2.10 1.30 0.252
H 1.43 1.49 -0.58 0.295
Cl -2.93 0.26 -0.38 -0.214
N 1.16 -0.50 0.17 -0.299
H -1.87 -1.28 0.22 0.167
C -0.03 -0.74 0.12 0.492
H 2.92 0.44 -0.06 0.326